# 1
C6H5LuO6 as an isolated structure, computed with ωB97M-V/def2-TZVPD.

**Orbital gap (spin up / spin down)**: 0.2211 / 0.2173 Ha
**ΔE to the lowest compared entry with this formula, charge and spin**: 57.2 kcal/mol
**Charge**: +2

Last column: Löwdin charge in e.
Positions of all 18 atoms, in Å:
1 O -2.9782 1.8487 -4.5242  0.04
2 C -2.3822 1.4671 -3.6143  -0.01
3 Lu 0.0006 -0.9655 0.1440  1.66
4 C 1.6350 -0.2915 1.6968  -0.18
5 O 2.5045 0.0359 2.4028  0.22
6 C 0.7436 1.0892 -0.7448  -0.30
7 O 1.5868 1.7121 -1.3475  0.22
8 C 0.6682 1.2257 0.8870  -0.34
9 O 0.6381 2.2184 1.5528  0.23
10 C 2.3466 -1.2359 -0.4986  -0.03
11 O 3.4668 -1.3133 -0.7865  0.22
12 H -0.1602 0.2764 -1.2986  0.10
13 C -2.7431 -0.6357 1.8631  -0.03
14 O -1.8707 -1.5289 1.1329  -0.27
15 H -2.1269 -0.0909 2.5801  0.10
16 H -3.5484 -1.1955 2.3553  0.13
17 H -3.1702 0.0674 1.1429  0.11
18 H -2.2443 -2.4302 1.1253  0.15

# 2
C6H5MgN2O4Te4 as an isolated structure, computed with ωB97M-V/def2-TZVPD.

**Orbital gap**: 0.2082 Ha
**Charge**: -1

Last column: Löwdin charge in e.
Positions of all 22 atoms, in Å:
1 Mg 1.5278 0.9423 -1.1721  0.21
2 C -2.4692 0.1130 -1.9124  0.00
3 C -1.5652 -0.3496 -0.8277  -0.34
4 N -0.2493 -0.4319 -0.9165  0.10
5 C 0.1854 -0.8920 0.3076  -0.14
6 C -0.8759 -1.1015 1.1350  -0.07
7 N -1.9759 -0.7659 0.3859  0.19
8 C -1.0622 -1.5085 2.5469  -0.50
9 O 0.0231 -1.7319 3.2451  0.13
10 O -2.1874 -1.6025 2.9910  0.08
11 C 1.6563 -1.0342 0.5639  -0.60
12 O 2.0179 -1.3039 1.7166  0.06
13 O 2.3573 -0.8076 -0.4688  -0.10
14 H -1.8953 0.7037 -2.6236  0.06
15 H -3.2757 0.7288 -1.5159  0.09
16 H -2.9063 -0.7360 -2.4403  0.09
17 H -2.9174 -0.8231 0.7440  0.17
18 H 0.8590 -1.5739 2.6804  0.06
19 Te 3.5931 2.5074 0.0341  -0.11
20 Te 6.0919 1.9616 -0.6897  -0.28
21 Te 2.6900 4.5155 -1.6211  -0.06
22 Te 0.3779 3.1901 -2.1622  -0.06

# 3
One molecule with the formula C6H5N, computed with ωB97M-V/def2-TZVPD.

**Orbital gap**: 0.3345 Ha
**SMILES string**: N#CC1C=CC=C1
**ΔE to the lowest compared entry with this formula, charge and spin**: 50.3 kcal/mol
**Charge**: 0

Last column: Löwdin charge in e.
Positions of all 12 atoms, in Å:
1 N -2.9159 -0.1136 -0.7434  0.17
2 C -1.9497 0.1680 -0.1312  -0.19
3 C -0.7629 0.2116 0.6090  -0.33
4 C -0.0344 -1.0843 0.4049  -0.04
5 C 1.1382 -0.9163 -0.3696  -0.06
6 C 1.1814 0.5320 -0.6797  -0.10
7 C 0.2789 1.2544 0.1432  -0.02
8 H -0.9512 0.2388 1.6159  0.12
9 H -0.2583 -2.0293 0.6831  0.07
10 H 1.7046 -1.7741 -0.9863  0.15
11 H 2.1376 1.1335 -0.8006  0.11
12 H 0.4319 2.3792 0.2547  0.12

# 4
An isolated ion of composition C6H5N2O and charge +1, computed with ωB97M-V/def2-TZVPD.

**Orbital gap (spin up / spin down)**: 0.2552 / 0.2552 Ha
**SMILES string**: N=C=C/C=C\C=C=[N+]=O
**ΔE to the lowest compared entry with this formula, charge and spin**: 103.4 kcal/mol
**Charge**: +1

Last column: Löwdin charge in e.
Positions of all 14 atoms, in Å:
1 N 0.8529 -2.3977 -0.9093  0.38
2 C 0.8345 -1.7124 0.0312  0.01
3 C 1.1531 -0.7694 0.9778  -0.05
4 C 1.2635 0.5391 0.7907  0.00
5 C 0.5888 1.3121 -0.2062  -0.06
6 C -0.7149 1.3854 -0.6868  0.00
7 C -1.7555 0.7819 0.0215  0.03
8 N -2.8012 0.2703 0.2467  -0.07
9 O -3.8205 -0.1991 0.6590  0.11
10 H 0.5631 -3.0230 -1.6219  0.14
11 H 1.4970 -1.2954 1.7817  0.11
12 H 2.0864 1.1161 1.2663  0.16
13 H 1.1117 2.0744 -0.7226  0.11
14 H -0.8590 1.9177 -1.6281  0.14

# 5
C6H5N2O2S as an isolated structure, computed with ωB97M-V/def2-TZVPD.

**Orbital gap**: 0.2410 Ha
**ΔE to the lowest compared entry with this formula, charge and spin**: 66.5 kcal/mol
**Charge**: -1

Last column: Löwdin charge in e.
Positions of all 16 atoms, in Å:
1 C 0.4002 2.0419 0.4363  -0.41
2 C 0.0227 0.8050 0.8052  -0.13
3 C 1.3150 -0.5703 0.2896  -0.50
4 C 2.5644 -0.4048 -0.3346  -0.59
5 C -1.1607 -1.3500 0.4571  -0.44
6 C -1.2645 0.1989 0.2971  -0.46
7 N 0.8206 3.1314 0.4704  0.06
8 N -1.4846 0.2888 -1.2000  -0.01
9 O 3.2839 -0.2806 -1.2328  0.15
10 O 2.6197 -0.7219 0.9628  0.07
11 S 0.4667 -2.0732 -0.0691  0.91
12 H -1.3158 -1.5723 1.5036  0.05
13 H -2.1110 -1.6197 -0.0696  0.08
14 H -2.1236 0.7385 0.7333  0.13
15 H -1.5584 1.2274 -1.4999  0.02
16 H -0.4745 0.1611 -1.5495  0.09

# 6
C6H5N2O4PtS3 as an isolated structure, computed with ωB97M-V/def2-TZVPD.

**Orbital gap (spin up / spin down)**: 0.2100 / 0.2390 Ha
**2S+1**: 2
**<S²>**: 0.75
**ΔE to the lowest compared entry with this formula, charge and spin**: 0.0 kcal/mol
**Charge**: -2

Last column: Löwdin spin population.
Positions of all 21 atoms, in Å:
1 Pt -0.1810 -0.2051 2.3975  0.60
2 O 1.9979 3.7337 -0.1309  0.01
3 N 1.2402 2.8746 -0.7350  0.01
4 C 0.9903 3.0533 -2.0573  0.00
5 C 0.1996 2.2035 -2.7859  0.01
6 C -0.3751 1.1095 -2.1373  0.00
7 C -0.1263 0.9269 -0.7992  0.01
8 C 0.6943 1.8027 -0.0640  0.01
9 S 1.0485 1.6282 1.6117  0.08
10 H 1.4804 3.9274 -2.4586  0.00
11 H 0.0439 2.4005 -3.8385  0.00
12 H -1.0010 0.4054 -2.6701  0.00
13 H -0.5411 0.0849 -0.2623  0.00
14 N -2.0656 -2.2303 3.9142  0.01
15 C -1.4007 -1.4377 3.3778  0.08
16 H -1.1676 -3.4171 2.6312  0.00
17 O -0.6849 -4.0802 2.0778  0.00
18 S -0.2387 -3.4265 0.6993  0.02
19 O -1.4291 -2.9313 0.0484  0.00
20 O 0.4738 -4.4924 0.0328  0.02
21 S 1.0422 -1.9302 1.1483  0.16

# 7
A 2-piece molecular cluster, C6H5N3O5 overall, computed with ωB97M-V/def2-TZVPD.

**Orbital gap (spin up / spin down)**: 0.2729 / 0.2728 Ha
**ΔE to the lowest compared entry with this formula, charge and spin**: 245.1 kcal/mol
**Charge**: 0

Last column: Löwdin charge in e.
Positions of all 19 atoms, in Å:
1 C 0.7312 0.1404 1.3059  -0.02
2 C 0.9135 0.5130 -1.0744  -0.03
3 C -0.4264 -0.4342 1.0619  -0.02
4 C -0.2912 -0.0596 -1.3408  0.01
5 C 1.5904 0.5693 0.1609  -0.19
6 C -1.1589 -0.4609 -0.2221  -0.30
7 N -2.1646 -1.3600 -0.4286  0.00
8 N 2.7327 -0.5482 0.0608  -0.33
9 N -2.4943 1.0222 -0.0657  -0.23
10 O -2.7365 -1.8866 0.5227  0.03
11 O 2.4115 -1.6727 0.3386  0.11
12 O 3.8356 -0.1345 -0.2605  0.09
13 O -3.2755 0.9744 0.8807  0.09
14 O -2.4009 1.8134 -0.9781  0.09
15 H 1.1788 0.2014 2.3490  0.15
16 H 1.4446 0.8386 -1.9864  0.14
17 H -1.2532 -0.8691 1.7533  0.15
18 H -0.6542 -0.1587 -2.3533  0.12
19 H 2.0173 1.5118 0.2761  0.14

# 8
A 2-piece molecular cluster, C6H5N3S overall, computed with ωB97M-V/def2-TZVPD.

**Orbital gap (spin up / spin down)**: 0.2456 / 0.2573 Ha
**ΔE to the lowest compared entry with this formula, charge and spin**: 103.3 kcal/mol
**Charge**: 0

Last column: Löwdin charge in e.
Positions of all 15 atoms, in Å:
1 C 1.5327 1.1154 0.3116  -0.26
2 C 1.6074 -0.4276 2.1013  -0.26
3 C -1.5169 0.1300 -0.0130  -0.30
4 C -1.9113 0.5183 -1.2724  -0.39
5 C 0.1336 -1.0525 -1.1556  -0.31
6 C 0.9016 0.5196 1.3864  -0.14
7 N 2.0323 1.3937 -0.6928  0.19
8 N 2.1065 -1.2828 2.6385  0.18
9 N -0.4456 -0.5811 0.1174  -0.04
10 S -0.8263 -0.0266 -2.4801  0.93
11 H -2.2154 0.2691 0.7203  0.09
12 H -2.8230 1.0239 -1.4190  0.06
13 H 1.0709 -0.5673 -1.0628  0.02
14 H 0.1759 -2.1158 -1.1722  0.09
15 H 0.1777 1.0838 1.9924  0.14

# 9
C6H5NO as an isolated structure, computed with ωB97M-V/def2-TZVPD.

**Orbital gap (spin up / spin down)**: 0.2702 / 0.2808 Ha
**ΔE to the lowest compared entry with this formula, charge and spin**: 149.3 kcal/mol
**Charge**: 0

Last column: Löwdin charge in e.
Positions of all 13 atoms, in Å:
1 C 3.0232 -0.4043 -0.2248  -0.21
2 C 0.0088 1.3579 -0.0248  -0.32
3 C -1.3340 0.7445 -0.6012  -0.03
4 C -0.5375 -0.9450 0.9485  0.00
5 C -0.8202 -0.6035 -0.4567  -0.21
6 C 0.3942 -0.0159 0.1605  0.00
7 N 4.1496 -0.6032 -0.1806  -0.09
8 O 0.4013 2.4586 0.2319  0.17
9 H -2.2308 0.8901 -0.0468  0.13
10 H -1.5717 1.2000 -1.5199  0.12
11 H -0.7857 -0.7304 1.9980  0.14
12 H -0.1052 -1.9229 0.9675  0.11
13 H -0.5919 -1.4257 -1.2518  0.20

# 10
One molecule with the formula C6H5NO, computed with ωB97M-V/def2-TZVPD.

**Orbital gap**: 0.3510 Ha
**SMILES string**: C=CCC(=C=O)C#N
**ΔE to the lowest compared entry with this formula, charge and spin**: 37.1 kcal/mol
**Charge**: 0

Last column: Löwdin charge in e.
Positions of all 13 atoms, in Å:
1 C -1.0710 -0.4395 -0.0504  0.02
2 C 0.2097 -0.4975 -0.1594  -0.23
3 C 1.1071 0.6006 -0.3073  -0.12
4 C 0.7822 0.9994 -1.8080  -0.23
5 C 0.0207 2.0481 -1.8969  -0.12
6 O -0.5917 3.0111 -1.8807  0.24
7 C 1.1877 0.0605 -2.6764  -0.25
8 N 1.5249 -0.6974 -3.4670  0.18
9 H -1.5592 0.4865 0.0120  0.05
10 H -1.7487 -1.2449 0.2137  0.07
11 H 0.6691 -1.5129 -0.2919  0.14
12 H 0.9787 1.4629 0.3409  0.13
13 H 2.1791 0.4170 -0.2506  0.12